Below is a 2-piece molecular cluster, C2H4F2 overall, with properties calculated with ωB97M-V/def2-TZVPD.

Last column: Löwdin charge in e.
CARTESIAN COORDINATES (ANGSTROEM)
H1 1.139 1.022 -0.429  0.004
C1 -1.278 0.002 0.230  -0.221
F1 -1.829 1.041 0.892  0.028
F2 -1.885 -0.326 -0.897  0.053
C2 1.608 0.024 -0.317  0.103
H2 2.140 -0.199 0.562  -0.021
H3 1.270 -0.666 -0.941  -0.072
H4 -1.166 -0.899 0.900  0.126

Values from the calculation:
LUMO energy (spin up / spin down), hartree: 0.0116 / 0.0062
Kohn-Sham gap (spin up / spin down), eV: 9.321 / 9.326
Energy relative to the best compared isomer or geometry (same formula, charge and spin), kcal/mol: 103.2
Calculated total energy, eV: -7569.4136

=====

Below is a 2-piece molecular cluster, C2H4F2OS overall, with properties calculated with ωB97M-V/def2-TZVPD.

Last column: Löwdin charge in e.
CARTESIAN COORDINATES (ANGSTROEM)
O1 -2.010 -0.876 -0.654  -0.520
F1 0.216 1.046 -1.203  0.021
H1 1.777 -1.000 1.095  0.100
H2 2.233 0.769 0.906  0.108
H3 -3.163 0.456 -0.052  0.067
F2 -3.088 1.173 0.598  -0.133
C1 1.789 -0.133 0.299  -0.123
H4 2.539 -0.313 -0.607  0.121
S1 -0.738 -1.162 -0.054  0.958
C2 0.444 0.039 -0.327  -0.599

Values from the calculation:
Spin multiplicity: 3
<S²>: 2.008
LUMO energy (spin up / spin down), hartree: 0.0232 / -0.0954
Kohn-Sham gap (spin up / spin down), eV: 7.873 / 8.474
Energy relative to the best compared isomer or geometry (same formula, charge and spin), kcal/mol: 0.6
Calculated total energy, eV: -20452.4139

=====

Below is C2H4F3O2STl as an isolated structure, with properties calculated with ωB97M-V/def2-TZVPD.

Last column: Löwdin charge in e.
CARTESIAN COORDINATES (ANGSTROEM)
H1 4.077 4.487 -0.111  0.096
F1 3.740 -1.463 1.162  0.198
F2 2.909 -1.105 -0.803  0.205
H2 3.662 2.622 -0.349  0.218
C1 3.420 -0.540 0.275  -0.731
Tl1 5.712 2.597 1.543  1.542
S1 4.997 0.363 -0.232  1.167
C2 3.855 3.966 0.839  -0.028
O1 5.593 0.691 1.135  -0.571
H3 2.895 3.575 1.227  0.095
H4 3.956 4.826 1.519  0.053
F3 2.546 0.295 0.800  0.178
O2 4.375 1.715 -0.764  -0.424

Values from the calculation:
LUMO energy, hartree: -0.4806
Kohn-Sham gap, eV: 7.007
Calculated total energy, eV: -29889.9508
Total charge: +2

=====

Below is a 2-piece molecular cluster, C2H4FN overall, with properties calculated with ωB97M-V/def2-TZVPD.

Last column: Löwdin charge in e.
CARTESIAN COORDINATES (ANGSTROEM)
C1 -0.024 -0.188 -0.393  -0.541
H1 -0.643 1.442 0.750  0.072
H2 0.827 0.983 1.032  0.037
F1 0.184 0.709 -1.496  -0.044
H3 0.148 -2.106 -2.001  0.272
H4 -0.499 -0.014 1.713  0.114
N1 0.067 -1.394 -0.471  0.114
C2 -0.060 0.569 0.865  -0.025

Values from the calculation:
LUMO energy, hartree: -0.0223
Kohn-Sham gap, eV: 9.924
Energy relative to the best compared isomer or geometry (same formula, charge and spin), kcal/mol: 75.0
Calculated total energy, eV: -6342.7453

=====

Below is C2H4FN as an isolated structure, with properties calculated with ωB97M-V/def2-TZVPD.

Last column: Löwdin charge in e.
CARTESIAN COORDINATES (ANGSTROEM)
H1 -0.419 -0.136 1.598  0.095
C1 0.169 -0.214 0.711  -0.270
H2 0.702 0.969 -1.177  0.104
F1 -0.126 -1.428 -1.424  -0.125
N1 -0.706 -0.810 -0.314  -0.011
C2 0.050 0.881 -0.265  0.020
H3 1.089 -0.811 0.953  0.125
H4 -0.760 1.549 -0.082  0.062

Values from the calculation:
LUMO energy, hartree: 0.0371
Kohn-Sham gap, eV: 10.749
Energy relative to the best compared isomer or geometry (same formula, charge and spin), kcal/mol: 91.9
Calculated total energy, eV: -6342.0158

=====

Below is a 2-piece molecular cluster, C2H4FNO overall, with properties calculated with ωB97M-V/def2-TZVPD.

Last column: Löwdin charge in e.
CARTESIAN COORDINATES (ANGSTROEM)
H1 1.079 -0.981 -0.448  0.066
H2 1.335 0.139 0.964  0.111
F1 -3.911 -0.843 -0.013  -0.063
O1 -2.456 1.236 0.009  0.129
H3 1.451 0.504 -0.935  0.083
C1 0.988 0.017 -0.093  -0.079
N1 -0.438 0.062 0.024  0.082
C2 -1.369 0.796 -0.035  -0.312
H4 -3.341 -0.197 -0.294  -0.016

Values from the calculation:
SMILES: CN=C=O.F
LUMO energy, hartree: 0.0120
Kohn-Sham gap, eV: 11.369
Energy relative to the best compared isomer or geometry (same formula, charge and spin), kcal/mol: 23.1
Calculated total energy, eV: -8393.2439

=====

What did the fourth record say?
Below is a 2-piece molecular cluster, C2H4FN overall, with properties calculated with ωB97M-V/def2-TZVPD.

Last column: Löwdin charge in e.
CARTESIAN COORDINATES (ANGSTROEM)
C1 -0.024 -0.188 -0.393  -0.541
H1 -0.643 1.442 0.750  0.072
H2 0.827 0.983 1.032  0.037
F1 0.184 0.709 -1.496  -0.044
H3 0.148 -2.106 -2.001  0.272
H4 -0.499 -0.014 1.713  0.114
N1 0.067 -1.394 -0.471  0.114
C2 -0.060 0.569 0.865  -0.025

Values from the calculation:
LUMO energy, hartree: -0.0223
Kohn-Sham gap, eV: 9.924
Energy relative to the best compared isomer or geometry (same formula, charge and spin), kcal/mol: 75.0
Calculated total energy, eV: -6342.7453

=====

Copy entry 3 word for word.
Below is C2H4F3O2STl as an isolated structure, with properties calculated with ωB97M-V/def2-TZVPD.

Last column: Löwdin charge in e.
CARTESIAN COORDINATES (ANGSTROEM)
H1 4.077 4.487 -0.111  0.096
F1 3.740 -1.463 1.162  0.198
F2 2.909 -1.105 -0.803  0.205
H2 3.662 2.622 -0.349  0.218
C1 3.420 -0.540 0.275  -0.731
Tl1 5.712 2.597 1.543  1.542
S1 4.997 0.363 -0.232  1.167
C2 3.855 3.966 0.839  -0.028
O1 5.593 0.691 1.135  -0.571
H3 2.895 3.575 1.227  0.095
H4 3.956 4.826 1.519  0.053
F3 2.546 0.295 0.800  0.178
O2 4.375 1.715 -0.764  -0.424

Values from the calculation:
LUMO energy, hartree: -0.4806
Kohn-Sham gap, eV: 7.007
Calculated total energy, eV: -29889.9508
Total charge: +2